Record 1
{
  "formula": "C3H8INO2S2",
  "method": "the ωB97M-V functional and the def2-TZVPD basis",
  "spin_multiplicity": 1,
  "homo_ev": -9.274,
  "homo_lumo_gap_ha": 0.35224,
  "total_energy_ha": -1418.32776,
  "de_lowest_kcal_mol": 21.0,
  "fmax_ha_per_bohr": 0.07624,
  "e_lumo_ev": 0.311,
  "symbols": ["C", "C", "S", "S", "O", "O", "N", "C", "H", "H", "H", "H", "H", "H", "H", "I", "H"],
  "coordinates": [[1.264448, 1.597342, 0.978057], [0.851037, 0.526234, 0.292413], [1.864002, -0.377653, -0.791746], [-0.833129, -0.151036, 0.226946], [-0.806705, -1.441088, 0.873259], [-1.772182, 0.768440, 0.764460], [-1.167658, -0.226585, -1.385381], [-0.810887, -1.424786, -2.060982], [0.602480, 2.052807, 1.584515], [2.361673, 1.724849, 1.021138], [2.965045, 0.301205, -0.696700], [-0.885442, 0.732425, -1.711562], [-0.345338, -2.183150, -1.387184], [-1.720849, -1.790424, -2.543158], [-0.102714, -1.183335, -2.853660], [-0.083982, 0.297732, 4.265143], [-1.379800, 0.777022, 3.424441]],
  "forces_ev_per_angstrom": [[1.9, -2.9, -1.8], [0.0, 0.7, -0.1], [-0.5, -1.6, -0.7], [-0.4, -0.5, 1.3], [0.5, 0.3, -1.3], [0.0, 1.4, 0.4], [0.6, 2.0, 2.0], [0.4, -1.0, -1.5], [-1.9, 1.9, 2.0], [-0.9, 0.5, 0.0], [0.9, 0.9, 0.3], [-0.5, -1.6, -0.4], [-0.6, 0.6, -0.5], [0.2, -0.5, 0.1], [0.1, -0.3, 0.0], [-0.2, 0.1, 0.0], [0.2, -0.1, 0.1]]
}

---

Record 2
{
  "formula": "C30H46BrCrN3P2",
  "method": "the ωB97M-V functional and the def2-TZVPD basis",
  "spin_multiplicity": 5,
  "total_charge": 2,
  "homo_ev": [-12.743, -12.612],
  "homo_lumo_gap_ha": [0.26124, 0.09959],
  "total_energy_ha": -5635.34169,
  "de_lowest_kcal_mol": 144.2,
  "fmax_ha_per_bohr": 0.09997,
  "e_lumo_ev": [-5.634, -9.902],
  "symbols": ["C", "C", "C", "C", "N", "C", "C", "C", "C", "C", "C", "C", "C", "C", "Cr", "P", "H", "H", "H", "H", "H", "H", "H", "H", "C", "C", "H", "H", "H", "H", "H", "C", "C", "H", "H", "H", "H", "H", "C", "C", "H", "H", "H", "H", "H", "Br", "P", "C", "C", "H", "H", "H", "H", "H", "C", "C", "H", "H", "H", "H", "H", "C", "C", "H", "H", "H", "H", "H", "C", "C", "C", "C", "N", "N", "C", "H", "H", "H", "H", "H", "H", "H", "H"],
  "coordinates": [[-0.818041, 4.501489, -3.118505], [-1.026744, 3.249692, -3.727691], [-1.081419, 3.210622, -5.133729], [-1.027445, 4.413791, -5.847928], [-0.879492, 5.590681, -5.237211], [-0.770709, 5.649267, -3.911599], [-1.230337, 2.089820, -2.932399], [-1.528262, 1.786358, -1.637951], [-2.011675, 1.958383, -0.333008], [-1.344523, 1.355269, 0.771865], [-2.101673, 0.835966, 1.798970], [-3.498359, 1.032466, 1.862485], [-4.083085, 1.922322, 0.934053], [-3.342126, 2.409092, -0.131330], [-1.513653, 0.244534, -2.670261], [2.329242, -1.216810, 0.784953], [-1.206841, 2.277902, -5.674341], [-0.734209, 4.587968, -2.044885], [-1.092077, 4.424661, -6.943507], [-0.632357, 6.624777, -3.439303], [-3.809151, 3.029081, -0.896461], [-0.268046, 1.186356, 0.770163], [-5.137886, 2.167003, 1.022413], [-1.598111, 0.244763, 2.559536], [2.306203, -2.773498, 1.794335], [3.063331, -3.998026, 1.288769], [1.232108, -3.010645, 1.872625], [2.647048, -2.501809, 2.806554], [2.967572, -4.802860, 2.029104], [2.649890, -4.376105, 0.345296], [4.136255, -3.812134, 1.152829], [3.124429, -1.714918, -0.810575], [3.258837, -0.521805, -1.758628], [2.492183, -2.486261, -1.274580], [4.104369, -2.168186, -0.611217], [3.558652, -0.875391, -2.753087], [2.306158, 0.014450, -1.868361], [4.017482, 0.195766, -1.417328], [3.757765, -0.336612, 1.563284], [5.102436, -1.054516, 1.592734], [3.434160, -0.096997, 2.586837], [3.839571, 0.618624, 1.023907], [5.840056, -0.392061, 2.061199], [5.073729, -1.976668, 2.185091], [5.480741, -1.293308, 0.592267], [-4.467172, 0.184986, 3.101405], [-1.705412, -1.670662, -1.810021], [-0.248593, -2.762837, -2.003817], [-0.293496, -4.280269, -1.837263], [0.457283, -2.389646, -1.250911], [0.189798, -2.481434, -2.971437], [0.747472, -4.638329, -1.710967], [-0.867264, -4.565531, -0.943478], [-0.715127, -4.797360, -2.710617], [-2.531508, -2.186264, -0.255396], [-3.835207, -2.924687, -0.445432], [-2.672003, -1.250172, 0.300697], [-1.788158, -2.781802, 0.285782], [-4.328199, -3.004868, 0.524000], [-4.528067, -2.429611, -1.124903], [-3.664895, -3.933252, -0.823915], [-3.110270, -1.049272, -2.757283], [-3.293216, -0.979484, -4.235481], [-0.947794, -0.456779, -1.259262], [-4.035703, -0.900764, -2.168724], [-2.499081, -0.314227, -4.627481], [-3.212555, -1.921483, -4.769670], [-4.278396, -0.565838, -4.451963], [2.720539, 0.644586, 6.069805], [1.714399, 1.113019, 5.103119], [1.133105, 2.366549, 4.925703], [0.238722, 2.233597, 3.834368], [0.288081, 0.980758, 3.352956], [1.171026, 0.325521, 4.146587], [-0.638853, 3.294722, 3.300966], [3.702865, 1.088872, 5.852524], [2.436249, 0.959088, 7.082814], [2.821030, -0.447860, 6.062005], [1.309449, 3.258434, 5.501697], [1.351822, -0.662707, 3.987920], [-0.462683, 4.223639, 3.856283], [-0.444316, 3.481712, 2.235855], [-1.699890, 3.027159, 3.408180]],
  "forces_ev_per_angstrom": [[-0.3, 0.1, -0.5], [0.2, 1.6, -1.0], [-0.1, 0.4, 0.1], [0.2, -0.2, 0.5], [0.0, 0.3, -0.3], [0.1, -0.8, 0.1], [-0.7, -0.2, 2.9], [1.4, 1.6, -3.5], [-0.5, 0.2, 2.4], [-0.8, -0.2, -1.0], [-0.8, -0.2, 0.5], [1.9, 1.7, -2.4], [0.1, -0.4, 0.6], [0.5, -0.5, -0.4], [0.2, 1.7, -2.2], [3.7, -1.7, 0.5], [0.0, 0.0, 0.1], [0.0, -0.1, 0.1], [0.0, 0.0, 0.5], [-0.1, -0.2, -0.3], [0.0, -0.3, 0.1], [-0.2, -0.1, -0.1], [0.2, 0.0, 0.0], [-0.2, 0.3, -0.1], [-1.5, 0.2, 0.4], [0.3, -0.2, -0.5], [0.3, -0.2, 0.3], [-0.2, 0.1, -0.3], [-0.1, 0.3, -0.1], [0.1, 0.1, 0.2], [-0.3, 0.0, 0.0], [-1.2, 0.2, -0.8], [0.1, 0.2, -0.3], [0.3, 0.1, 0.1], [-0.4, 0.1, 0.4], [0.0, 0.1, 0.2], [0.2, -0.1, 0.0], [-0.2, -0.2, -0.1], [-1.0, 1.5, 0.2], [0.2, -0.6, -0.2], [0.1, 0.1, -0.2], [0.1, -0.1, 0.3], [-0.3, 0.0, -0.1], [0.0, 0.2, -0.1], [-0.1, 0.1, 0.2], [-1.3, -1.1, 1.7], [-2.9, -3.8, 2.0], [0.4, -0.1, -0.9], [-0.2, -0.3, 0.0], [-0.4, 0.4, 0.0], [0.1, -0.2, 0.1], [-0.6, 0.1, -0.1], [0.2, 0.0, -0.3], [0.1, 0.2, 0.3], [0.7, 0.8, 0.1], [-0.3, -0.5, 0.2], [0.0, -0.2, 0.0], [-0.2, 0.0, 0.1], [0.0, -0.1, 0.0], [0.1, -0.1, 0.2], [-0.1, 0.0, 0.0], [0.8, -0.3, 0.8], [0.4, 0.0, 0.0], [0.0, 0.1, 0.0], [0.9, -0.5, 0.0], [-0.1, 0.2, -0.8], [0.1, -0.1, 0.0], [0.3, 0.2, -0.1], [0.5, -0.1, 0.5], [-0.6, 0.8, -0.5], [-0.1, -0.7, -0.3], [1.0, -1.0, 0.5], [0.1, 0.2, 0.1], [0.3, 0.1, -0.1], [-0.4, 0.5, -0.3], [-0.2, -0.2, 0.1], [0.1, -0.2, -0.2], [0.0, 0.2, 0.0], [0.0, 0.0, 0.1], [-0.2, 0.6, 0.3], [-0.1, -0.2, -0.2], [-0.1, 0.0, 0.3], [0.3, 0.1, 0.0]]
}